# 1
{
  "formula": "C30H23IN4O2SV",
  "method": "ωB97M-V/def2-TZVPD",
  "lumo_energy_ev": [-11.51, -11.53],
  "multiplicity": 1,
  "e_tot_ha": -3165.3978,
  "orbital_gap_ev": [5.68, 5.65],
  "relative_energy_ev": 0.000,
  "charge": 3,
  "homo_ev": [-17.2, -17.2],
  "symbols": ["V", "C", "C", "N", "C", "C", "C", "O", "C", "C", "N", "C", "C", "C", "C", "C", "C", "I", "C", "O", "H", "H", "H", "H", "H", "H", "H", "H", "H", "H", "H", "H", "S", "C", "C", "C", "C", "C", "C", "C", "C", "C", "N", "H", "H", "H", "H", "H", "H", "N", "C", "C", "C", "C", "C", "C", "C", "H", "H", "H", "H", "H"],
  "positions_angstrom": [[0.0047, -0.2893, 0.1309], [-0.7779, -4.3296, -1.2027], [-1.6191, -3.3307, -1.9295], [-2.4743, -3.7582, -2.8595], [-3.2488, -2.8768, -3.4891], [-3.2650, -1.4929, -3.2675], [-4.1921, -0.6066, -4.0713], [-4.8686, 0.3233, -3.2326], [-2.3678, -1.0221, -2.3136], [-2.2492, 0.4102, -2.0070], [-1.3966, 0.9828, -1.2235], [-1.4679, 2.4366, -1.1948], [-2.1373, 3.1894, -2.1630], [-2.2088, 4.5700, -2.0754], [-1.5994, 5.2468, -1.0296], [-0.8867, 4.5335, -0.0790], [-0.8338, 3.1559, -0.1955], [0.3529, 2.1801, 1.2072], [-1.5741, -1.9664, -1.6801], [-0.7010, -1.4830, -0.7459], [-0.7405, -5.2495, -1.7798], [-1.2251, -4.5602, -0.2326], [0.2343, -3.9644, -1.0311], [-3.9266, -3.2976, -4.2249], [-4.8919, -1.2312, -4.6250], [-3.6131, -0.0537, -4.8156], [-5.8195, 0.1805, -3.2806], [-2.9906, 1.0148, -2.5094], [-2.5973, 2.7167, -3.0188], [-2.7373, 5.1191, -2.8426], [-1.6541, 6.3248, -0.9607], [-0.3808, 5.0516, 0.7247], [1.5808, -2.0763, 3.7891], [2.9266, -1.8945, 2.7372], [2.5946, -1.3346, 1.5474], [1.1835, -1.1013, 1.4698], [0.5194, -1.4634, 2.6371], [-0.9048, -1.1918, 2.7717], [-1.7181, -1.4898, 3.8441], [-3.0584, -1.1380, 3.7829], [-3.5494, -0.5040, 2.6486], [-2.6871, -0.2391, 1.6063], [-1.3848, -0.5709, 1.6689], [3.9039, -2.2168, 3.0658], [3.3070, -1.1520, 0.7590], [-1.3112, -1.9913, 4.7125], [-3.7159, -1.3572, 4.6141], [-4.5873, -0.2132, 2.5703], [-3.0243, 0.2584, 0.7084], [1.5619, 0.0145, -0.9879], [2.4908, 0.1971, -1.6623], [3.6223, 0.4121, -2.4561], [3.6754, -0.1430, -3.7491], [4.8017, 0.0754, -4.5099], [5.8535, 0.8292, -3.9894], [5.7982, 1.3769, -2.7081], [4.6817, 1.1757, -1.9284], [2.8504, -0.7295, -4.1302], [4.8707, -0.3382, -5.5062], [6.7356, 0.9933, -4.5952], [6.6264, 1.9582, -2.3278], [4.6152, 1.5965, -0.9336]],
  "atomic_forces_ev_per_a": [[-0.2, 0.7, 0.6], [0.0, 0.1, 0.0], [-0.1, -0.4, -0.2], [0.0, 0.3, 0.0], [0.0, -0.2, 0.0], [0.0, 0.0, 0.0], [-0.1, 0.0, 0.1], [0.2, -0.1, 0.0], [-0.2, 0.5, 0.0], [0.0, -0.4, 0.0], [0.0, 0.4, 0.2], [0.0, -0.2, -0.1], [0.0, 0.0, 0.0], [0.0, 0.0, 0.0], [0.0, 0.0, 0.0], [-0.1, 0.0, -0.1], [0.1, 0.1, 0.1], [0.2, -0.2, 0.3], [0.6, 0.4, 0.8], [-0.5, -1.6, -1.1], [0.0, 0.0, 0.0], [0.0, 0.0, 0.0], [0.0, 0.0, 0.0], [0.0, 0.0, 0.0], [0.0, 0.0, 0.0], [0.0, 0.0, 0.0], [0.0, 0.0, 0.0], [-0.1, 0.0, -0.1], [0.0, 0.0, 0.0], [0.0, 0.0, 0.0], [0.0, 0.0, 0.0], [0.0, 0.0, 0.0], [0.1, -0.3, 0.2], [0.1, 0.1, 0.1], [-0.2, -0.1, 0.0], [-0.1, 0.6, -0.5], [-0.2, 0.2, 0.2], [0.3, 0.1, -0.2], [0.0, -0.1, 0.1], [0.0, 0.0, 0.0], [0.0, 0.0, 0.0], [0.2, -0.1, 0.0], [-0.2, 0.1, 0.1], [0.0, 0.0, 0.0], [0.0, 0.0, 0.0], [0.0, 0.0, 0.0], [0.0, 0.0, 0.0], [0.0, 0.0, 0.0], [0.0, 0.0, 0.0], [0.4, 0.2, -0.2], [0.1, 0.0, 0.0], [-0.2, 0.0, 0.1], [0.0, 0.0, 0.0], [0.0, 0.0, 0.0], [0.0, 0.0, 0.0], [0.0, 0.0, 0.0], [0.0, 0.0, 0.0], [0.0, 0.0, 0.0], [0.0, 0.0, 0.0], [0.0, 0.0, 0.0], [0.0, 0.0, 0.0], [0.0, 0.0, 0.0]],
  "nbo_charge": [1.2502, -0.6636, 0.2585, -0.3390, 0.1112, -0.0154, -0.1067, -0.7384, -0.0638, 0.2005, -0.5205, 0.1363, -0.2105, -0.1574, -0.1422, -0.2117, -0.1969, 0.5729, 0.1809, -0.4362, 0.2796, 0.2536, 0.2274, 0.2326, 0.2221, 0.2055, 0.5110, 0.2447, 0.2331, 0.2584, 0.2617, 0.2525, 0.6525, -0.3465, -0.2398, -0.2332, -0.2405, 0.1934, -0.1896, -0.0738, -0.2149, 0.0785, -0.4849, 0.2864, 0.2466, 0.2633, 0.2686, 0.2687, 0.2244, -0.5095, 0.6312, -0.2065, -0.1221, -0.1991, -0.0716, -0.2000, -0.1254, 0.2387, 0.2600, 0.2571, 0.2602, 0.2378]
}

# 2
{
  "formula": "C30H23N2",
  "method": "ωB97M-V/def2-TZVPD",
  "lumo_energy_ev": -4.72,
  "multiplicity": 1,
  "smiles": "N#Cc1ccc2c(c1)[C@@H]([C@@H](C=C(c1ccccc1)c1ccccc1)c1ccccc1)C=[NH+]2",
  "e_tot_ha": -1266.2529,
  "orbital_gap_ev": 6.44,
  "charge": 1,
  "homo_ev": -11.2,
  "symbols": ["N", "C", "C", "C", "C", "C", "C", "C", "C", "C", "C", "C", "C", "C", "C", "C", "C", "C", "C", "C", "C", "C", "C", "C", "C", "C", "C", "C", "C", "C", "C", "N", "H", "H", "H", "H", "H", "H", "H", "H", "H", "H", "H", "H", "H", "H", "H", "H", "H", "H", "H", "H", "H", "H", "H"],
  "positions_angstrom": [[-6.2526, 2.2704, 2.3089], [-5.1007, 2.0995, 2.4362], [-3.6908, 1.8813, 2.5925], [-2.9085, 2.7499, 3.3752], [-1.5316, 2.5482, 3.4766], [-0.9844, 1.4975, 2.7562], [-1.7248, 0.6172, 1.9779], [-3.1052, 0.7785, 1.9481], [-0.7561, -0.3685, 1.3073], [-0.7285, -0.2986, -0.1947], [0.4060, -1.1589, -0.6923], [1.6700, -0.7300, -0.9646], [2.7514, -1.7301, -1.1319], [2.6620, -2.9912, -0.5076], [3.7055, -3.9112, -0.6167], [4.8264, -3.6152, -1.4023], [4.9037, -2.3825, -2.0661], [3.8849, -1.4430, -1.9186], [2.0201, 0.7209, -1.0502], [1.2450, 1.6101, -1.8158], [1.6037, 2.9582, -1.9119], [2.6982, 3.4512, -1.1903], [3.4620, 2.5780, -0.4070], [3.1506, 1.2174, -0.3766], [-2.0934, -0.6982, -0.7766], [-3.0820, 0.2736, -0.9619], [-4.3998, -0.1072, -1.2225], [-4.7204, -1.4605, -1.3751], [-3.7044, -2.4180, -1.3246], [-2.3904, -2.0374, -1.0202], [0.5505, 0.0802, 1.8894], [0.3656, 1.1268, 2.6801], [-3.3946, 3.5639, 3.9102], [-0.8745, 3.1767, 4.0787], [-3.7387, 0.0539, 1.4344], [-0.9574, -1.4089, 1.6268], [-0.5497, 0.7418, -0.4912], [0.2171, -2.2331, -0.7581], [1.7804, -3.2354, 0.0908], [3.6365, -4.8603, -0.0832], [5.6383, -4.3364, -1.4882], [5.7610, -2.1480, -2.6960], [3.9470, -0.4810, -2.4325], [0.3896, 1.2222, -2.3794], [1.0209, 3.6234, -2.5525], [2.9512, 4.5118, -1.2332], [4.3081, 2.9507, 0.1736], [3.7840, 0.5277, 0.1882], [-2.8234, 1.3280, -0.8372], [-5.1712, 0.6604, -1.2823], [-5.7567, -1.7576, -1.5451], [-3.9190, -3.4708, -1.5017], [-1.6134, -2.7980, -0.9445], [1.5365, -0.3429, 1.7005], [1.0960, 1.6034, 3.2013]],
  "atomic_forces_ev_per_a": [[2.7, -0.4, 0.2], [-2.7, 0.4, -0.1], [0.8, -0.3, 0.1], [0.1, 0.0, -0.1], [0.1, 0.0, 0.0], [-1.0, 0.3, 0.0], [0.0, -0.1, 0.2], [-0.1, -0.4, -0.2], [-0.5, 0.4, 2.0], [-0.2, 0.1, -2.3], [1.1, 0.2, -0.3], [-1.2, -0.3, 0.2], [0.5, -0.4, -0.3], [0.4, 0.3, -0.1], [0.0, 0.1, -0.2], [-0.2, 0.3, 0.0], [-0.2, -0.2, 0.2], [-0.3, -0.2, 0.2], [0.1, 0.2, 0.1], [0.3, 0.0, -0.1], [0.0, -0.1, 0.2], [-0.1, -0.2, 0.1], [-0.2, 0.0, -0.2], [-0.2, 0.1, 0.1], [0.2, 0.1, 0.1], [0.0, -0.2, 0.0], [0.2, 0.0, -0.1], [0.2, 0.1, 0.0], [0.2, 0.2, 0.1], [-0.6, -0.1, 0.1], [-0.3, 1.3, 1.0], [0.9, -1.6, -1.0], [0.2, -0.2, -0.2], [-0.4, 0.0, -0.1], [0.2, 0.4, 0.1], [0.1, 0.2, -0.1], [0.0, -0.2, 0.3], [0.1, 0.4, 0.1], [0.4, 0.0, -0.1], [0.1, 0.2, -0.2], [-0.2, 0.2, 0.0], [-0.2, -0.1, 0.2], [0.0, -0.3, 0.2], [0.4, 0.2, 0.1], [0.2, -0.2, 0.2], [-0.1, -0.3, 0.0], [-0.2, -0.1, -0.3], [-0.2, 0.2, -0.2], [-0.1, -0.3, 0.0], [0.1, -0.2, -0.1], [0.4, 0.1, 0.0], [0.0, 0.3, 0.1], [-0.4, 0.1, 0.0], [-0.3, 0.2, 0.1], [0.1, -0.1, -0.2]],
  "nbo_charge": [-0.2309, 0.2415, -0.1384, -0.1230, -0.2127, 0.0890, 0.0533, -0.1430, -0.3235, -0.2752, -0.2015, -0.0326, -0.0079, -0.2293, -0.1922, -0.1944, -0.2018, -0.2056, -0.1155, -0.1484, -0.2212, -0.1965, -0.2128, -0.2135, -0.0523, -0.2157, -0.2089, -0.1990, -0.2089, -0.1625, 0.3154, -0.4172, 0.2531, 0.2420, 0.2624, 0.2938, 0.2434, 0.2144, 0.2053, 0.2235, 0.2280, 0.2277, 0.2237, 0.2173, 0.2299, 0.2303, 0.2273, 0.2242, 0.2172, 0.2332, 0.2337, 0.2286, 0.2051, 0.2681, 0.4529]
}

# 3
{
  "formula": "C30H23N3O3PPt",
  "method": "ωB97M-V/def2-TZVPD",
  "lumo_energy_ev": [2.74, 2.14],
  "multiplicity": 3,
  "e_tot_ha": -2007.6860,
  "orbital_gap_ev": [6.06, 5.87],
  "s2": 2.038,
  "relative_energy_ev": 0.000,
  "charge": -1,
  "homo_ev": [-3.3, -3.7],
  "symbols": ["Pt", "O", "C", "O", "C", "C", "C", "C", "C", "C", "P", "C", "C", "C", "C", "C", "C", "C", "C", "C", "C", "C", "C", "H", "H", "H", "H", "H", "H", "H", "H", "H", "H", "H", "H", "H", "H", "C", "C", "C", "C", "C", "C", "N", "N", "C", "C", "C", "C", "C", "N", "H", "H", "H", "H", "H", "H", "H", "H", "H", "O"],
  "positions_angstrom": [[0.0991, 1.6175, -1.3522], [-1.8240, 0.6243, -4.5549], [-1.2504, 0.1875, -3.5749], [-0.0810, 0.5773, -3.1583], [-1.8617, -1.0535, -2.8882], [-2.8150, -1.7329, -3.6468], [-3.3678, -2.9293, -3.2235], [-2.9707, -3.4861, -2.0150], [-2.0398, -2.8155, -1.2404], [-1.4925, -1.5989, -1.6517], [-0.3546, -0.7579, -0.5025], [0.9629, -1.9988, -0.2958], [1.1590, -2.8161, 0.8129], [2.2428, -3.6843, 0.8588], [3.1390, -3.7450, -0.1982], [2.9507, -2.9298, -1.3084], [1.8749, -2.0590, -1.3530], [-1.2194, -0.6920, 1.0898], [-0.4554, -0.2705, 2.1835], [-1.0513, -0.0051, 3.4046], [-2.4261, -0.1392, 3.5474], [-3.1939, -0.5356, 2.4638], [-2.5980, -0.8078, 1.2388], [-3.0989, -1.2845, -4.5889], [-4.1008, -3.4340, -3.8415], [-3.3844, -4.4281, -1.6764], [-1.7350, -3.2331, -0.2866], [0.4680, -2.7716, 1.6461], [2.3853, -4.3164, 1.7271], [3.9854, -4.4192, -0.1552], [3.6517, -2.9613, -2.1331], [1.7302, -1.4086, -2.2105], [0.6117, -0.1136, 2.0645], [-0.4460, 0.3490, 4.2289], [-2.8989, 0.0928, 4.4937], [-4.2694, -0.6180, 2.5625], [-3.2124, -1.0842, 0.3921], [-1.8214, 3.5961, 3.5964], [-0.4385, 3.5947, 3.7292], [0.3785, 3.3013, 2.6501], [-0.1865, 2.9994, 1.4002], [-1.5778, 3.0118, 1.2634], [-2.3761, 3.3032, 2.3565], [0.6142, 2.6671, 0.2957], [1.9268, 2.7890, 0.5396], [2.6993, 2.2838, -0.4142], [4.1173, 2.3633, -0.3387], [4.8758, 1.8250, -1.3346], [4.2538, 1.2019, -2.4387], [2.8862, 1.1491, -2.4629], [2.1262, 1.6642, -1.4821], [-2.4553, 3.8205, 4.4457], [0.0137, 3.8214, 4.6884], [1.4519, 3.2922, 2.7548], [-2.0033, 2.7466, 0.3016], [-3.4532, 3.2934, 2.2356], [4.5534, 2.8499, 0.5224], [5.9565, 1.8781, -1.2806], [4.8280, 0.7797, -3.2504], [2.3275, 0.7013, -3.2764], [-1.8102, 1.7488, -1.3592]],
  "atomic_forces_ev_per_a": [[-0.1, 0.1, 0.2], [0.1, 0.0, 0.1], [0.0, -0.1, 0.0], [-0.1, 0.0, -0.2], [0.0, 0.1, -0.1], [0.0, 0.0, 0.0], [0.0, 0.0, 0.0], [0.0, 0.0, 0.0], [-0.1, 0.0, 0.0], [0.0, 0.0, 0.0], [0.0, 0.0, 0.0], [0.0, 0.0, 0.0], [0.0, 0.0, 0.0], [0.0, 0.0, 0.0], [0.0, 0.0, 0.0], [0.0, 0.0, 0.0], [0.0, 0.0, 0.0], [0.1, 0.0, 0.1], [-0.1, 0.0, 0.0], [0.0, 0.0, 0.0], [0.0, 0.0, 0.0], [0.0, 0.0, 0.0], [0.0, 0.0, 0.0], [0.0, 0.0, 0.0], [0.0, 0.0, 0.0], [0.0, 0.0, 0.0], [0.0, 0.0, 0.0], [0.0, 0.0, 0.0], [0.0, 0.0, 0.0], [0.0, 0.0, 0.0], [0.0, 0.0, 0.0], [0.0, 0.0, 0.0], [0.0, 0.0, 0.0], [0.0, 0.0, 0.0], [0.0, 0.0, 0.0], [0.0, 0.0, 0.0], [0.0, 0.0, 0.0], [0.0, 0.0, 0.0], [0.0, 0.0, 0.0], [0.0, 0.0, -0.1], [0.0, 0.0, 0.0], [0.0, 0.0, 0.1], [0.0, 0.0, 0.0], [-0.1, 0.0, 0.1], [0.0, 0.0, 0.0], [0.1, 0.0, 0.0], [0.0, 0.0, 0.0], [0.0, 0.0, 0.0], [0.0, 0.0, 0.0], [-0.1, 0.0, 0.0], [0.0, 0.0, -0.1], [0.0, 0.0, 0.0], [0.0, 0.0, 0.0], [0.0, 0.0, 0.0], [0.0, 0.0, 0.0], [0.0, 0.0, 0.0], [0.0, 0.0, 0.0], [0.0, 0.0, 0.0], [0.0, 0.0, 0.0], [0.0, 0.0, 0.0], [0.2, 0.0, -0.1]],
  "nbo_charge": [1.0620, -0.6352, 0.8134, -0.8096, -0.0941, -0.1789, -0.2119, -0.2272, -0.1957, -0.3370, 0.9418, -0.3617, -0.1535, -0.2352, -0.2251, -0.1987, -0.1954, -0.3755, -0.2041, -0.1975, -0.2158, -0.2313, -0.1380, 0.2413, 0.2026, 0.2035, 0.2114, 0.2109, 0.2039, 0.2037, 0.2078, 0.2337, 0.2211, 0.2132, 0.2052, 0.2049, 0.2167, -0.2540, -0.2238, -0.2730, 0.2147, -0.2642, -0.2009, -0.3238, -0.3557, 0.3132, -0.2444, -0.1855, -0.3313, 0.0674, -0.5358, 0.1967, 0.1970, 0.2334, 0.2840, 0.2023, 0.2179, 0.2032, 0.2111, 0.2302, -0.7539]
}